(1)
{
  "formula": "C16H24O14Pt",
  "method": "the ωB97M-V functional and the def2-TZVPD basis",
  "elements": ["Pt", "C", "C", "O", "O", "H", "H", "H", "C", "C", "O", "O", "H", "H", "H", "C", "C", "O", "O", "H", "H", "H", "C", "C", "O", "O", "H", "H", "H", "C", "C", "C", "O", "C", "O", "O", "H", "H", "H", "H", "H", "H", "C", "C", "C", "O", "C", "O", "O", "H", "H", "H", "H", "H", "H"],
  "xyz": [[-0.941, -0.223, 0.573], [-2.277, -1.004, 5.037], [-2.708, -0.785, 3.565], [-1.979, 0.023, 2.909], [-3.757, -1.334, 3.219], [-2.494, -2.025, 5.360], [-2.842, -0.317, 5.670], [-1.194, -0.865, 5.110], [-2.628, 3.101, -1.338], [-2.052, 1.974, -0.554], [-2.687, 1.453, 0.371], [-0.926, 1.463, -0.908], [-3.464, 3.602, -0.850], [-3.060, 2.716, -2.269], [-1.899, 3.869, -1.612], [-3.746, -0.619, -2.290], [-3.766, -1.273, -0.906], [-2.614, -1.405, -0.373], [-4.832, -1.667, -0.451], [-4.749, -0.274, -2.582], [-3.440, -1.316, -3.071], [-3.154, 0.299, -2.252], [1.472, -3.757, 1.487], [-0.023, -3.421, 1.456], [-0.247, -2.168, 1.500], [-0.837, -4.331, 1.349], [1.667, -4.834, 1.379], [1.813, -3.545, 2.508], [2.070, -3.271, 0.719], [2.089, -0.754, -5.276], [1.206, -1.509, -4.305], [1.832, -2.771, -3.687], [1.514, -2.644, -2.314], [0.964, -1.431, -2.047], [0.631, -1.074, -0.979], [0.895, -0.692, -3.196], [2.275, -1.417, -6.126], [3.034, -0.428, -4.844], [1.546, 0.122, -5.632], [0.304, -1.772, -4.867], [2.920, -2.761, -3.783], [1.389, -3.652, -4.144], [2.733, 4.610, 2.929], [2.670, 3.590, 1.809], [3.600, 2.363, 1.967], [2.745, 1.257, 1.841], [1.431, 1.666, 1.855], [0.533, 0.924, 1.765], [1.366, 3.018, 1.803], [2.615, 4.061, 3.865], [1.899, 5.290, 2.778], [3.698, 5.114, 2.953], [2.863, 4.043, 0.834], [4.202, 2.463, 2.879], [4.340, 2.317, 1.164]],
  "lowdin_spin": [1.62, 0.00, 0.00, 0.04, 0.00, 0.00, 0.00, 0.00, 0.00, 0.00, 0.01, 0.07, 0.00, 0.00, 0.00, 0.00, 0.01, 0.07, 0.02, 0.00, 0.00, 0.00, 0.00, 0.01, 0.04, 0.00, 0.00, 0.00, 0.00, 0.00, 0.00, 0.00, 0.00, 0.01, 0.04, 0.00, 0.00, 0.00, 0.00, 0.00, 0.00, 0.00, 0.00, 0.00, 0.00, 0.00, 0.02, 0.03, 0.00, 0.00, 0.00, 0.00, 0.00, 0.00, 0.00],
  "orbital_gap_ev": [4.8, 4.7],
  "spin_multiplicity": 3,
  "s2": 2.00,
  "relative_energy_kcal_mol": 11.69,
  "charge": -2,
  "lumo_energy_ha": [0.13912, 0.13904]
}

=====

(2)
{
  "formula": "C16H24O3PS",
  "method": "the ωB97M-V functional and the def2-TZVPD basis",
  "elements": ["C", "C", "C", "O", "C", "S", "P", "O", "O", "H", "H", "H", "H", "H", "H", "H", "H", "H", "H", "H", "H", "C", "C", "C", "C", "C", "C", "H", "H", "H", "H", "H", "H", "C", "C", "C", "C", "C", "C", "H", "H", "H", "H", "H", "H"],
  "xyz": [[-3.467, 3.320, 0.713], [-2.132, 2.571, 0.048], [-0.963, 3.743, -0.205], [-1.542, 4.666, -1.183], [-0.667, 5.785, -1.528], [1.014, 5.811, -0.722], [0.915, 6.905, 1.121], [0.438, 5.918, 2.473], [-0.043, 8.357, 0.996], [-3.432, 4.493, 0.608], [-3.541, 3.110, 1.884], [-4.447, 2.968, 0.147], [-2.406, 2.031, -0.956], [-1.750, 1.825, 0.894], [-0.775, 4.203, 0.866], [-0.027, 3.125, -0.611], [-0.490, 5.735, -2.708], [-1.268, 6.787, -1.305], [1.824, 6.615, -1.580], [-0.541, 6.090, 2.714], [-0.830, 8.240, 0.381], [-0.245, -3.168, -0.662], [-1.380, -3.233, -1.470], [-1.931, -2.065, -1.996], [-1.341, -0.831, -1.720], [-0.204, -0.766, -0.915], [0.341, -1.934, -0.382], [0.182, -4.079, -0.250], [-1.835, -4.195, -1.691], [-2.819, -2.115, -2.620], [-1.767, 0.080, -2.133], [0.256, 0.196, -0.701], [1.224, -1.882, 0.250], [1.820, -6.056, 1.890], [1.463, -6.555, 0.638], [2.447, -7.021, -0.234], [3.788, -6.996, 0.151], [4.144, -6.500, 1.404], [3.161, -6.026, 2.273], [1.053, -5.689, 2.568], [0.418, -6.581, 0.341], [2.170, -7.404, -1.212], [4.554, -7.363, -0.527], [5.189, -6.482, 1.705], [3.440, -5.634, 3.247]],
  "lowdin_charge": [-0.13, -0.18, -0.26, -0.21, -0.41, 0.82, 0.76, -0.32, -0.31, 0.07, 0.09, 0.09, 0.11, 0.13, 0.12, 0.14, 0.15, 0.13, 0.06, 0.11, 0.07, -0.08, -0.08, -0.09, -0.11, -0.11, -0.09, 0.08, 0.11, 0.10, 0.08, 0.08, 0.10, -0.10, -0.11, -0.09, -0.09, -0.10, -0.10, 0.10, 0.10, 0.10, 0.10, 0.10, 0.10],
  "orbital_gap_ev": 5.5,
  "charge": 1,
  "lumo_energy_ha": -0.18800
}

=====

(3)
{
  "formula": "C16H24O5",
  "method": "the ωB97M-V functional and the def2-TZVPD basis",
  "elements": ["C", "O", "C", "C", "C", "O", "C", "C", "O", "C", "C", "O", "C", "C", "C", "C", "C", "C", "C", "O", "C", "H", "H", "H", "H", "H", "H", "H", "H", "H", "H", "H", "H", "H", "H", "H", "H", "H", "H", "H", "H", "H", "H", "H", "H"],
  "xyz": [[-1.300, -1.644, 1.804], [-1.668, -1.193, 0.516], [-3.048, -1.003, 0.357], [-3.258, -0.138, -0.895], [-2.764, 1.263, -0.628], [-2.228, 2.004, -1.687], [-1.332, 1.563, -0.707], [-0.699, 2.577, 0.234], [-0.811, 2.149, 1.568], [0.785, 2.768, -0.143], [1.409, 3.922, 0.639], [1.394, 1.523, 0.157], [2.587, 1.236, -0.532], [2.924, -0.223, -0.370], [1.917, -1.175, -0.274], [2.233, -2.516, -0.146], [3.556, -2.922, -0.120], [4.564, -1.978, -0.219], [4.250, -0.636, -0.339], [-3.749, -2.217, 0.333], [-3.410, -3.089, -0.730], [-1.796, -2.588, 2.047], [-1.563, -0.896, 2.561], [-0.221, -1.787, 1.785], [-3.462, -0.482, 1.237], [-2.696, -0.562, -1.728], [-4.321, -0.131, -1.143], [-3.359, 1.841, 0.074], [-0.672, 0.758, -1.017], [-1.238, 3.526, 0.162], [-0.199, 1.407, 1.668], [0.853, 2.966, -1.225], [2.476, 3.988, 0.440], [0.940, 4.858, 0.350], [1.256, 3.761, 1.703], [3.416, 1.855, -0.156], [2.462, 1.464, -1.605], [0.884, -0.861, -0.291], [1.441, -3.247, -0.070], [3.802, -3.969, -0.023], [5.599, -2.287, -0.198], [5.040, 0.098, -0.411], [-2.326, -3.142, -0.860], [-3.875, -2.772, -1.668], [-3.794, -4.068, -0.449]],
  "lowdin_charge": [-0.07, -0.15, -0.41, -0.04, -0.25, 0.03, -0.21, -0.28, 0.00, -0.34, -0.02, -0.13, -0.15, -0.19, -0.03, -0.08, -0.09, -0.09, -0.04, -0.12, -0.08, 0.09, 0.10, 0.08, 0.17, 0.13, 0.13, 0.16, 0.15, 0.17, 0.10, 0.16, 0.07, 0.09, 0.09, 0.13, 0.14, 0.09, 0.10, 0.10, 0.10, 0.11, 0.09, 0.09, 0.09],
  "orbital_gap_ev": 10.1,
  "relative_energy_kcal_mol": 27.65,
  "charge": 0,
  "lumo_energy_ha": 0.02991
}

=====

Respective max |F| values: 2.7 5.7 1.6 eV/Å.
Respective energy values: -1796.70567 -1588.92339 -1000.20253 hartree.